Entry A
A cluster of 2 separate species, C4H10NO in total, computed with ωB97M-V/def2-TZVPD.

Output
**E_LUMO**: -5.58 eV
**Gap between HOMO and LUMO**: 8.51 eV

```
! wB97M-V def2-TZVPD RIJCOSX def2/J DEFGRID3
* xyz 1 1
C 1.62 0.60 1.26
C 1.14 0.01 -0.01
C 1.78 -0.21 -1.20
C -1.00 -0.97 0.95
N -0.25 -0.29 0.11
H 1.36 -0.08 2.17
H 2.68 0.82 1.32
H 0.93 1.52 1.48
H 1.39 -0.65 -2.13
H 2.85 -0.04 -1.04
H -2.03 -0.49 1.14
H -0.61 -1.66 1.65
H -0.75 0.13 -0.62
H -2.76 1.02 -2.21
H -3.59 -0.07 -1.44
O -2.74 0.37 -1.43
*
```

natural (NBO) atomic charge list, values in e, 4 entries: C -0.654; C 0.104; C -0.329; C 0.127

Entry B
A cluster of 2 separate species, C4H10NO in total, computed with ωB97M-V/def2-TZVPD.

Output
**E_LUMO**: -5.18 eV
**Gap between HOMO and LUMO**: 8.87 eV

```
! wB97M-V def2-TZVPD RIJCOSX def2/J DEFGRID3
* xyz 1 1
C 1.54 -2.27 -0.95
C 0.55 -1.26 -0.50
C 0.90 0.00 -0.23
N -0.11 1.00 -0.05
C 0.15 2.13 0.50
H 1.63 -3.07 -0.20
H 2.54 -1.88 -1.11
H 1.14 -2.84 -1.81
H -0.49 -1.57 -0.45
H 1.89 0.40 -0.30
H -1.08 0.70 0.08
H 1.07 2.64 0.26
H -0.60 2.59 1.13
H -3.10 1.56 1.90
H -3.32 0.80 0.53
O -2.69 1.05 1.20
*
```

natural (NBO) atomic charge list, values in e, 4 entries: C -0.661; C -0.079; C -0.100; N -0.401

Entry C
A cluster of 2 separate species, C4H10NO in total, computed with ωB97M-V/def2-TZVPD.

Output
**E_LUMO**: -5.37 eV
**Gap between HOMO and LUMO**: 8.45 eV

```
! wB97M-V def2-TZVPD RIJCOSX def2/J DEFGRID3
* xyz 1 1
C 0.87 -1.88 0.61
C -0.39 -1.09 0.38
C -1.67 -1.44 0.73
C 0.97 0.99 0.32
N -0.16 0.33 0.08
H 1.78 -1.43 0.23
H 0.58 -2.92 0.15
H 1.05 -2.09 1.63
H -2.49 -0.70 0.69
H -1.93 -2.44 1.06
H 1.06 1.98 0.86
H 1.85 0.41 0.12
H -0.92 0.99 -0.15
H 0.44 2.28 -2.63
H -0.28 3.21 -1.78
O 0.17 2.36 -1.61
*
```

natural (NBO) atomic charge list, values in e, 4 entries: C -0.683; C 0.146; C -0.335; C 0.162

Name the least stable of them. entry C.

Entry A
A cluster of 2 separate species, C4H10NO in total, computed with ωB97M-V/def2-TZVPD.

Output
**E_LUMO**: -8.55 eV
**Gap between HOMO and LUMO**: 5.89 eV

```
! wB97M-V def2-TZVPD RIJCOSX def2/J DEFGRID3
* xyz 1 1
C 0.47 -0.40 1.57
C -0.09 -0.79 0.16
C 0.97 -0.67 -0.84
C 1.38 0.71 -0.56
O 2.45 1.07 -0.06
N -2.34 0.87 -0.80
H 1.61 -0.47 1.66
H 0.33 0.62 1.84
H 0.06 -1.13 2.28
H -0.72 -1.71 -0.06
H 1.91 -1.34 -0.84
H 0.56 -0.75 -1.90
H 0.66 1.52 -0.73
H -2.43 1.80 -0.43
H -3.19 0.41 -0.99
H -1.63 0.27 -0.31
*
```

natural (NBO) atomic charge list, values in e, 4 entries: C -0.743; C 0.382; C -0.704; C 0.381

Entry B
The ion C4H10NO with charge +1, computed with ωB97M-V/def2-TZVPD.

Output
**SMILES string**: C[NH2+][C@H](C)C=O
**E_LUMO**: -3.44 eV
**Gap between HOMO and LUMO**: 11.46 eV

```
! wB97M-V def2-TZVPD RIJCOSX def2/J DEFGRID3
* xyz 1 1
C 1.63 -0.61 -0.97
N 0.95 0.25 0.06
C -0.55 0.13 -0.06
C -1.35 1.35 0.38
C -0.99 -1.16 0.67
O -0.26 -1.62 1.50
H 1.09 -1.55 -1.10
H 2.62 -0.86 -0.58
H 1.69 -0.17 -1.95
H 1.26 1.21 -0.04
H 1.25 -0.07 0.99
H -0.83 -0.16 -1.11
H -0.79 1.86 1.23
H -2.26 0.98 0.85
H -1.51 2.11 -0.35
H -1.96 -1.67 0.48
*
```

natural (NBO) atomic charge list, values in e, 4 entries: C -0.427; N -0.503; C -0.153; C -0.632

Entry C
A cluster of 2 separate species, C4H10NO in total, computed with ωB97M-V/def2-TZVPD.

Output
**E_LUMO**: -4.01 eV
**Gap between HOMO and LUMO**: 10.36 eV

```
! wB97M-V def2-TZVPD RIJCOSX def2/J DEFGRID3
* xyz 1 1
C -3.36 -0.32 0.23
C 1.40 -0.17 -0.41
C 1.57 -1.64 -0.65
C 0.46 1.99 -0.03
N 0.47 0.57 -0.06
O -2.18 -0.44 0.48
H -4.08 -1.16 0.30
H -3.66 0.67 -0.20
H 2.36 0.49 -0.70
H 2.12 -2.12 0.30
H 2.22 -1.95 -1.46
H 0.58 -2.11 -0.68
H 0.31 2.33 -0.98
H -0.53 2.34 0.36
H 1.38 2.30 0.43
H -0.44 0.26 0.28
*
```

natural (NBO) atomic charge list, values in e, 4 entries: C 0.323; C 0.316; C -0.709; C -0.432

Entry D
A cluster of 2 separate species, C4H10NO in total, computed with ωB97M-V/def2-TZVPD.

Output
**E_LUMO**: -8.44 eV
**Gap between HOMO and LUMO**: 5.38 eV

```
! wB97M-V def2-TZVPD RIJCOSX def2/J DEFGRID3
* xyz 1 1
C 2.49 0.53 0.09
C 1.38 0.18 -0.95
C 0.07 0.17 -0.50
N -1.18 -0.22 -1.03
C -2.37 -0.56 -0.30
H 2.69 -0.45 0.38
H 2.04 1.02 1.10
H 3.48 1.03 -0.14
H 1.61 -0.30 -1.84
H -0.18 0.38 0.70
H -1.22 -0.51 -2.00
H -2.53 0.27 0.37
H -3.21 -0.80 -1.02
H -2.11 -1.47 0.45
H -0.26 0.33 2.77
O -0.69 0.40 1.92
*
```

natural (NBO) atomic charge list, values in e, 4 entries: C -0.668; C 0.073; C 0.109; N -0.333

Name the least stable of them. entry D.

Entry A
A cluster of 2 separate species, C4H10NO in total, computed with ωB97M-V/def2-TZVPD.

Output
**E_LUMO**: -5.26 eV
**Gap between HOMO and LUMO**: 8.95 eV

```
! wB97M-V def2-TZVPD RIJCOSX def2/J DEFGRID3
* xyz 1 1
C -2.20 -0.54 0.04
C -0.74 -0.45 -0.34
C -0.12 -1.26 -1.18
C -0.46 1.31 1.29
N -0.01 0.46 0.39
H -2.41 -1.05 1.00
H -2.58 -1.18 -0.77
H -2.77 0.43 -0.03
H 0.98 -1.55 -1.11
H -0.64 -1.95 -1.86
H 0.36 1.76 1.90
H -1.52 1.40 1.43
H 1.01 0.55 0.23
H 3.23 -0.25 0.31
H 3.47 1.04 -0.54
O 2.75 0.40 -0.28
*
```

natural (NBO) atomic charge list, values in e, 4 entries: C -0.677; C 0.099; C -0.285; C 0.071

Entry B
A cluster of 2 separate species, C4H10NO in total, computed with ωB97M-V/def2-TZVPD.

Output
**E_LUMO**: -3.40 eV
**Gap between HOMO and LUMO**: 10.95 eV

```
! wB97M-V def2-TZVPD RIJCOSX def2/J DEFGRID3
* xyz 1 1
C -3.35 0.89 -0.15
C -2.39 0.05 -0.48
C 2.82 -0.18 -0.73
C -1.52 -0.44 0.62
N 1.97 -0.18 0.55
O -0.39 -0.77 0.43
H -3.93 1.35 -0.93
H -3.71 1.11 0.85
H -2.17 -0.19 -1.47
H 3.41 -1.15 -0.80
H 2.27 -0.23 -1.66
H 3.42 0.71 -0.62
H -1.97 -0.35 1.77
H 2.59 -0.64 1.29
H 1.86 0.76 0.91
H 1.09 -0.74 0.41
*
```

natural (NBO) atomic charge list, values in e, 4 entries: C -0.239; C -0.341; C -0.428; C 0.478

Entry C
A structure of composition C4H10NO, computed with ωB97M-V/def2-TZVPD.

Output
**E_LUMO**: -3.75 eV
**Gap between HOMO and LUMO**: 10.34 eV

```
! wB97M-V def2-TZVPD RIJCOSX def2/J DEFGRID3
* xyz 1 1
C 1.57 0.18 -1.69
C 1.34 -0.68 -0.76
C -0.43 1.32 0.37
C -0.01 -0.03 0.61
N -1.12 -0.99 0.15
O 0.54 -0.29 1.79
H 2.18 -0.10 -2.59
H 1.20 1.23 -1.72
H 1.46 -1.66 -0.52
H -1.43 1.44 0.74
H 0.23 1.97 0.86
H -0.56 1.44 -0.71
H -1.47 -0.44 -0.70
H -1.88 -1.17 0.95
H -0.84 -1.86 -0.36
H 0.10 0.29 2.41
*
```

natural (NBO) atomic charge list, values in e, 4 entries: C -0.402; C -0.172; C -0.703; C 0.430

Name the least stable of them. entry C.